Version P
The following is a DFT calculation (the ωB97M-V functional and the def2-TZVPD basis) of a structure of composition C3H16O5.

The orbital gap is 3.55 eV. As for the multiplicity: 1.

Positions of all 24 atoms, in Å:
C1 0.0675 -0.5301 2.1711
C2 -0.6837 -1.0407 0.9240
C3 -1.8545 -0.4197 0.1292
O1 -0.8218 2.6602 0.4863
H1 -0.5469 -0.4621 3.1393
H2 0.9255 -1.2245 2.2911
H3 0.4914 0.4241 1.9494
H4 -0.9680 -2.0524 1.2748
H5 -2.0777 -1.1391 -0.6249
H6 -2.7352 -0.2229 0.8237
H7 -1.4441 0.5103 -0.2232
H8 0.0899 -1.0198 0.1304
H9 1.6922 0.6662 -0.1480
H10 1.8022 -0.8726 -0.3486
O2 2.0099 -0.1917 0.2312
H11 -0.7034 -0.1098 -3.4108
H12 1.4473 -2.5408 -2.1227
O3 1.1713 -1.7210 -1.6741
H13 0.2898 2.4962 -0.0327
H14 0.0872 -1.1594 -2.2968
O4 -0.5971 -0.2654 -2.4734
H15 -0.5349 3.1710 1.2437
H16 1.5837 2.8756 -1.0121
O5 1.3096 2.1684 -0.4270

Version Q
The following is a DFT calculation (the ωB97M-V functional and the def2-TZVPD basis) of a cluster of 5 separate species, C3H16O5 in total.

The orbital gap is 11.29 eV. As for the multiplicity: 1. Its SMILES is CCCO.O.O.O.O.

Positions of all 24 atoms, in Å:
C1 -0.1715 0.1589 2.8861
C2 -0.3546 0.1565 1.3808
C3 -1.5441 0.9937 0.9561
O1 -1.6279 0.8699 -0.4840
H1 -1.1131 -0.0646 3.3936
H2 0.6039 -0.4938 3.2719
H3 0.0708 1.1813 3.1983
H4 -0.4576 -0.8378 0.9384
H5 0.5437 0.4305 0.8126
H6 -1.4075 2.0261 1.2862
H7 -2.4789 0.5703 1.3297
H8 -1.9261 1.6891 -0.8988
O2 -1.2663 -1.5694 -2.4956
H9 -1.6440 -1.0415 -1.7736
H10 -1.0248 -2.4158 -2.0872
O3 2.0185 -3.3057 -1.3041
H11 2.9087 -3.4907 -1.6207
H12 1.9047 -2.3624 -1.5190
O4 1.1795 -0.2716 -1.6263
H13 1.3355 0.6093 -1.9902
H14 0.2570 -0.4691 -1.8677
O5 1.5463 2.7909 -0.9118
H15 0.6330 2.5345 -0.6688
H16 2.0148 2.3112 -0.2058

In order of decreasing stability: version Q, version P.

Version P
The following is a DFT calculation (the ωB97M-V functional and the def2-TZVPD basis) of a structure of composition C6H14Cl2O3PSc.

The orbital gap is 8.62 eV. As for the multiplicity: 1. As for the net charge: +2.

Positions of all 27 atoms, in Å:
C1 4.3913 -0.8302 -3.5847
C2 3.2002 -0.7634 -2.6936
H1 5.2324 -0.2796 -3.1652
H2 4.2197 -0.3794 -4.5738
H3 4.7467 -1.8602 -3.7337
O1 3.0634 -0.4721 -1.4887
Cl1 1.6901 -1.2149 -3.5883
Sc1 0.4999 -0.4897 -1.2328
P1 0.5925 -1.8204 0.9417
C3 0.9756 -1.8809 2.7120
C4 -0.8366 -2.9074 1.0501
H4 1.9784 -2.8874 -0.7699
H5 1.8747 -3.8225 0.8130
H6 2.9160 -2.3469 0.5818
C5 1.9603 -2.8277 0.3317
H7 -1.3870 -2.9388 0.1028
H8 -0.4973 -3.9103 1.3567
H9 1.1121 -2.9391 3.0201
H10 0.1543 -1.4133 3.2631
H11 -1.5346 -2.4975 1.7903
H12 1.8503 -1.2816 2.9678
C6 1.1558 0.4880 0.8402
O2 1.7283 0.9057 1.7785
Cl2 -1.2660 -1.7837 -2.0782
O3 -1.5160 0.4857 -0.3258
H13 -2.0081 -0.3463 -0.1149
H14 -2.1220 1.2193 -0.6368

Version Q
The following is a DFT calculation (the ωB97M-V functional and the def2-TZVPD basis) of a structure of composition C6H14Cl2O3PSc.

The orbital gap is 7.91 eV. As for the multiplicity: 1. As for the net charge: +2.

Positions of all 27 atoms, in Å:
C1 -0.3409 -3.6979 -3.6953
C2 0.0189 -2.6832 -2.6993
H1 -1.4397 -3.6915 -3.8657
H2 -0.0248 -4.6946 -3.3260
H3 0.1916 -3.4761 -4.6479
O1 -0.5204 -1.5981 -2.4445
Cl1 1.4899 -3.1986 -1.3114
Sc1 0.8968 -0.9054 -0.9847
P1 0.1136 1.4798 -1.8403
C3 -1.4449 2.4056 -1.7372
C4 1.2725 2.8769 -1.6268
H4 0.9913 0.4942 -3.9131
H5 0.5171 2.2048 -4.0923
H6 -0.7436 0.9368 -4.0409
C5 0.2321 1.2422 -3.6508
H7 2.2757 2.4881 -1.4246
H8 1.2773 3.4578 -2.5565
H9 -1.4713 3.1461 -2.5492
H10 -1.4934 2.9311 -0.7747
H11 0.9372 3.5020 -0.7933
H12 -2.3209 1.7530 -1.8325
C6 -1.4123 -0.3281 -0.1756
O2 -2.5614 -0.2956 -0.0060
Cl2 3.0709 -0.1353 -1.2176
O3 1.0757 -0.8062 1.1708
H13 1.9136 -0.5462 1.6044
H14 0.3120 -0.6169 1.7486

In order of decreasing stability: version Q, version P.

Version P
The following is a DFT calculation (the ωB97M-V functional and the def2-TZVPD basis) of a cluster of 2 separate species, C3H8OS2 in total.

The orbital gap is 9.22 eV. As for the multiplicity: 1. Its SMILES is C=C(S)S.CO.

Positions of all 14 atoms, in Å:
C1 1.8031 0.3188 -1.9167
C2 2.0748 0.2280 -0.6173
S1 2.1367 1.6763 0.4431
S2 2.2357 -1.3152 0.1359
H1 1.6768 -0.6294 -2.3867
H2 1.7912 1.2697 -2.4900
H3 0.8308 1.8737 0.2749
H4 1.6702 -0.9454 1.2986
C3 -1.0443 -0.1857 1.8818
O1 -1.3568 0.2172 0.5950
H5 -0.4411 -1.0487 1.7476
H6 -1.9098 -0.4662 2.5511
H7 -0.4068 0.4880 2.4482
H8 -2.1233 0.9122 0.5694

Version Q
The following is a DFT calculation (the ωB97M-V functional and the def2-TZVPD basis) of a cluster of 2 separate species, C3H8OS2 in total.

The orbital gap is 8.89 eV. As for the multiplicity: 1. Its SMILES is C=C(C)O.SS.

Positions of all 14 atoms, in Å:
C1 2.3437 0.4356 0.4514
C2 1.0270 0.4051 0.2997
C3 0.1041 1.5916 0.1996
O1 0.3984 -0.8076 0.2138
H1 2.8410 1.3896 0.5587
H2 2.9537 -0.4536 0.4962
H3 0.5316 2.5328 0.5262
H4 -0.3033 1.6681 -0.8077
H5 -0.7389 1.3618 0.8633
H6 -0.5479 -0.7387 0.3834
S1 -2.2860 -1.4477 -1.8825
S2 -2.8212 -1.5767 0.1171
H7 -0.9501 -1.4738 -1.7228
H8 -2.5521 -2.8867 0.3038

Version R
The following is a DFT calculation (the ωB97M-V functional and the def2-TZVPD basis) of a cluster of 2 separate species, C3H8OS2 in total.

The orbital gap is 5.73 eV. As for the multiplicity: 1.

Positions of all 14 atoms, in Å:
C1 -0.2386 -0.7977 0.4550
C2 0.8999 -0.0539 1.0404
O1 1.4329 -0.6767 2.2511
C3 -1.0928 -0.1380 -0.6040
S1 -2.7709 0.0221 0.1976
S2 2.2814 0.7953 -1.8220
H1 -0.8350 -0.9594 1.2560
H2 0.1421 -1.7600 0.1084
H3 1.7939 0.1152 0.2684
H4 0.7872 0.9682 1.3503
H5 2.1143 -1.3894 2.0847
H6 -1.1951 -0.8555 -1.4092
H7 -0.7669 0.8037 -1.0595
H8 -3.0831 1.3497 0.0340

In order of decreasing stability: version Q, version P, version R.

Version P
The following is a DFT calculation (the ωB97M-V functional and the def2-TZVPD basis) of the molecule C8H9N3O2.

The orbital gap is 9.47 eV. As for the multiplicity: 1. Its SMILES is C/C=N/N(c1ccccc1)[N+](=O)[O-].

Positions of all 22 atoms, in Å:
C1 -1.2047 -3.5393 0.6933
C2 -1.5617 -2.3345 -0.1525
N1 -1.1187 -1.2279 0.2814
N2 -1.7546 0.0099 -0.4759
C3 -0.8246 1.0733 -0.1375
C4 0.1308 0.9564 0.8961
C5 0.8556 2.1189 1.1255
C6 0.6386 3.3188 0.4285
C7 -0.3056 3.3720 -0.5622
C8 -1.0390 2.2576 -0.7974
N3 -3.1621 0.2787 -0.3042
O1 -3.6223 1.3615 -0.4844
O2 -3.8203 -0.6960 0.0502
H1 -2.0744 -4.2259 0.7179
H2 -0.7877 -3.2206 1.5326
H3 -0.3604 -4.1095 0.1671
H4 -2.1185 -2.3410 -1.1730
H5 0.2368 0.0393 1.2926
H6 1.6705 2.0934 1.7869
H7 1.2163 4.2567 0.7053
H8 -0.3432 4.3484 -1.0114
H9 -1.7510 2.1554 -1.6416

Version Q
The following is a DFT calculation (the ωB97M-V functional and the def2-TZVPD basis) of a cluster of 3 separate species, C8H9N3O2 in total.

The orbital gap (spin up / spin down) is 8.96 / 8.96 eV. As for the multiplicity: 1. Its SMILES is [O-][N+]#Cc1ccccc1.N=C=O.N.

Positions of all 22 atoms, in Å:
O1 2.7359 -2.2613 2.3369
N1 2.1618 -1.8561 1.3739
C1 1.5148 -1.2519 0.6300
C2 0.6534 -0.8046 -0.3530
C3 1.3338 -0.4258 -1.5181
C4 0.5979 -0.1350 -2.6557
C5 -0.7512 0.0707 -2.5784
C6 -1.4195 -0.2044 -1.4130
C7 -0.7851 -0.7190 -0.2971
H1 2.3604 -0.3958 -1.7317
H2 1.1079 0.0047 -3.6952
H3 -1.4947 0.3640 -3.3338
H4 -2.3961 -0.0417 -1.4225
H5 -1.3581 -0.9711 0.4719
N2 2.5956 1.1974 1.4384
C8 1.4749 0.8905 1.7644
O2 0.4022 0.8466 2.2037
H6 3.2565 0.9025 0.7625
N3 -2.9644 1.0332 1.9667
H7 -3.7236 1.3977 1.4268
H8 -2.0953 1.4636 1.7100
H9 -3.2070 0.8958 2.9133

In order of decreasing stability: version Q, version P.